(1)
Density functional theory data (ωB97M-V with the def2-TZVPD basis set) for one molecule with the formula C4H6S.

## Properties
* structure (SMILES): C=C=CCS
* E_HOMO: -9.0 eV
* calculated total energy: -15077.5461 eV

```
11
Properties=species:S:1:pos:R:3:forces:R:3
C -0.377 -0.586 -0.032 -1.2 0.1 -2.2
C -0.210 0.173 0.987 -0.3 -0.5 1.8
C 0.715 -0.932 -1.001 -4.1 1.0 -2.2
C -0.176 0.857 2.080 0.0 0.5 2.5
S 0.567 0.439 -2.343 2.3 -0.7 -0.1
H -1.420 -0.626 -0.478 1.1 -0.4 0.9
H 1.640 -0.714 -0.574 1.8 -0.9 0.3
H 0.293 -1.777 -1.611 1.9 0.1 1.1
H -0.669 0.717 -2.171 -1.8 0.3 0.4
H -0.181 0.518 3.209 0.1 0.3 -2.7
H -0.184 1.930 1.934 0.1 0.2 0.3
```
Forces are in eV/Å.


(2)
Density functional theory data (ωB97M-V with the def2-TZVPD basis set) for C23H31BFIrNO2 as an isolated structure.

## Properties
* charge: +2
* E_HOMO (spin up / spin down): -14.0 / -15.0 eV
* calculated total energy: -36156.5537 eV
* 2S+1: 6
* <S²>: 8.78

```
60
Properties=species:S:1:pos:R:3:forces:R:3
Ir -2.425 0.186 0.438 0.2 0.3 -0.3
C -4.874 2.633 0.291 0.0 0.0 -0.1
C -4.529 1.220 -0.097 -0.2 0.1 0.1
C -4.128 0.890 -1.414 0.1 0.2 -0.1
C -3.950 1.977 -2.440 0.0 -0.1 0.0
C -3.879 -0.465 -1.765 0.1 0.0 0.0
C -3.623 -0.847 -3.196 0.0 0.0 0.1
C -3.894 -1.472 -0.765 0.2 -0.1 0.0
C -3.494 -2.880 -1.104 0.0 0.0 0.0
C -4.280 -1.148 0.568 -0.1 -0.2 0.2
C -4.407 -2.211 1.629 0.0 0.0 -0.1
C -4.649 0.192 0.891 -0.1 -0.1 0.2
C -5.201 0.502 2.262 -0.1 0.0 -0.1
H -4.539 3.363 -0.436 0.0 0.0 0.0
H -4.459 2.899 1.262 0.0 0.0 0.0
H -5.961 2.725 0.370 0.0 0.0 0.0
H -3.468 2.852 -2.010 0.0 0.0 0.0
H -4.919 2.299 -2.830 0.0 0.0 0.0
H -3.344 1.650 -3.278 0.0 0.0 0.0
H -2.555 -0.891 -3.425 0.0 0.0 0.0
H -4.082 -0.139 -3.880 0.0 0.0 0.0
H -4.042 -1.828 -3.406 0.0 0.0 0.0
H -2.881 -3.321 -0.321 0.0 0.0 0.0
H -2.931 -2.936 -2.029 0.0 0.0 0.0
H -4.387 -3.503 -1.207 0.0 0.0 0.0
H -3.818 -3.094 1.407 0.0 0.0 0.0
H -5.452 -2.523 1.704 0.0 0.0 0.0
H -4.106 -1.842 2.607 0.0 0.0 0.0
H -4.416 0.644 3.008 0.0 0.0 0.0
H -5.832 -0.314 2.608 0.0 0.0 0.0
H -5.805 1.404 2.245 0.0 0.0 0.0
N -0.359 2.344 -0.009 0.1 0.2 0.0
C -0.550 1.159 0.114 0.0 -0.5 0.0
H 0.435 2.936 -0.242 0.0 0.0 0.0
F -0.179 -1.206 -0.497 -0.1 -0.1 0.0
C 6.806 1.494 -0.182 0.1 0.0 -0.1
C 6.551 0.055 0.296 -0.2 -0.1 0.2
C 7.452 -0.236 1.498 0.1 0.0 0.0
C 6.886 -0.943 -0.825 0.1 0.0 -0.1
C 5.072 -0.075 0.629 0.1 -0.1 0.1
C 4.633 -0.437 1.964 0.1 0.0 -0.2
C 3.319 -0.578 2.315 0.0 0.0 0.0
C 2.392 -0.345 1.301 -0.1 0.0 0.1
O 1.082 -0.425 1.367 0.1 0.0 0.0
B 0.569 -0.166 -0.003 0.0 0.2 0.0
O 1.738 0.189 -0.800 0.1 0.0 0.0
C 2.808 0.025 -0.028 -0.2 0.0 -0.1
C 4.127 0.158 -0.370 0.1 0.0 0.1
H 7.866 1.605 -0.413 0.0 0.0 0.0
H 6.552 2.226 0.587 0.0 0.0 0.0
H 6.244 1.732 -1.087 0.0 0.0 0.0
H 8.490 -0.130 1.185 0.0 0.0 0.0
H 7.331 -1.255 1.872 0.0 0.0 0.0
H 7.289 0.464 2.320 0.0 0.0 0.0
H 7.945 -0.848 -1.072 0.0 0.0 0.0
H 6.317 -0.750 -1.735 0.0 0.0 0.0
H 6.707 -1.974 -0.516 0.0 0.0 0.0
H 5.390 -0.609 2.714 0.0 0.0 0.0
H 3.007 -0.859 3.311 0.0 0.0 0.0
H 4.412 0.423 -1.378 0.0 0.0 0.0
```
Forces are in eV/Å.


(3)
Density functional theory data (ωB97M-V with the def2-TZVPD basis set) for a 2-piece molecular cluster, C5H14 overall.

## Properties
* charge: +1
* E_HOMO (spin up / spin down): -15.0 / -15.0 eV
* calculated total energy: -5400.9849 eV
* 2S+1: 2
* <S²>: 0.75

```
19
Properties=species:S:1:pos:R:3:forces:R:3
C -0.242 -1.537 2.500 0.8 -0.2 -0.4
C -1.445 -0.774 1.982 -0.6 0.0 0.2
H 0.659 -0.935 2.471 0.2 0.4 0.1
H -0.314 -1.912 3.512 -0.3 0.2 0.2
H 0.029 -2.396 1.894 -0.3 -0.3 -0.2
H -1.616 -0.889 0.915 0.2 -0.2 -0.3
H -1.378 0.300 2.165 0.0 0.0 0.2
H -2.372 -1.133 2.436 0.1 0.1 0.0
C 0.101 0.782 -1.064 -0.8 0.1 0.7
C 1.677 0.580 -1.147 0.0 -0.3 -0.8
C -0.087 1.206 -2.543 0.5 0.0 -0.4
H -0.390 -0.147 -0.827 0.1 -0.4 0.0
H -0.221 1.502 -0.317 0.3 0.2 -0.2
H 2.288 1.437 -1.404 -0.1 0.1 -0.1
H -0.744 0.439 -2.984 -0.1 0.1 0.3
H -0.382 2.260 -2.549 0.0 -0.1 0.1
H 1.868 -0.295 -1.762 0.3 0.1 0.1
H 1.786 0.371 -0.067 -0.2 -0.1 0.3
H 0.784 1.140 -3.210 0.0 0.2 -0.1
```
Forces are in eV/Å.


(4)
Density functional theory data (ωB97M-V with the def2-TZVPD basis set) for an isolated ion of composition C3H6ClN2S and charge +1.

## Properties
* charge: +1
* structure (SMILES): C/C(N)=[NH+]/C(=S)Cl
* E_HOMO: -14.0 eV
* calculated total energy: -29538.0718 eV

```
13
Properties=species:S:1:pos:R:3:forces:R:3
C 0.439 -0.122 0.104 0.9 1.1 0.2
C -2.337 0.070 0.038 2.4 1.3 0.3
C 1.717 0.731 0.149 0.3 -2.2 -2.4
N 0.511 -1.365 -0.288 0.4 -0.9 0.1
N -0.681 0.481 0.299 -4.4 -3.3 -0.6
S -3.240 1.350 -0.047 -0.2 0.1 0.0
Cl -2.838 -1.543 -0.116 0.9 0.1 0.2
H 1.799 1.633 0.751 -0.4 -0.5 0.5
H 1.662 1.124 -0.969 1.0 -0.9 2.0
H 2.525 -0.095 0.367 -0.9 2.3 -0.7
H 1.453 -1.762 -0.319 -0.9 -0.2 -0.2
H -0.342 -1.927 -0.432 1.0 0.3 0.1
H -0.668 1.423 0.464 -0.1 2.8 0.6
```
Forces are in eV/Å.


(5)
Density functional theory data (ωB97M-V with the def2-TZVPD basis set) for C13H25AlF12N2O18S7 as an isolated structure.

## Properties
* E_HOMO: -10.3 eV
* calculated total energy: -168764.3726 eV

```
78
Properties=species:S:1:pos:R:3:forces:R:3
Al -0.358 1.162 0.085 -0.7 -2.0 0.6
C -3.929 3.866 0.357 0.9 -0.7 0.7
F -4.640 3.445 -0.663 -0.2 0.1 0.0
F -2.836 4.470 -0.110 0.0 0.0 0.0
F -4.606 4.708 1.110 -0.2 0.0 -0.1
S -3.346 2.415 1.506 0.7 -0.5 0.4
O -2.074 2.749 2.087 0.6 0.6 -1.3
O -4.374 2.127 2.445 -0.6 0.2 -0.5
N -3.045 1.144 0.429 1.3 1.8 0.7
S -4.384 0.253 0.390 -2.4 -1.7 -0.8
O -4.627 -0.663 1.453 1.1 -0.3 -0.1
O -5.536 1.045 0.041 0.6 0.4 -0.4
C -4.019 -0.734 -1.167 0.4 -0.5 1.7
F -3.820 0.089 -2.185 -0.2 -0.3 -0.3
F -2.919 -1.477 -0.971 0.4 0.3 -0.3
F -4.994 -1.610 -1.367 -0.3 0.7 -0.5
C 2.638 2.470 2.465 -0.6 -0.5 0.9
F 2.275 2.830 1.231 0.1 0.0 -0.2
F 3.215 1.275 2.466 0.1 0.0 -0.2
F 3.493 3.338 2.971 0.0 0.3 -0.3
S 1.183 2.359 3.617 0.2 1.0 -0.2
O 1.742 1.820 4.815 -0.2 -0.8 -0.2
O 0.663 3.683 3.707 -0.5 -0.2 -0.7
N 0.213 1.269 2.764 1.8 1.4 -0.7
S -0.633 0.290 3.685 -2.2 -1.8 -0.7
O -1.105 0.856 4.901 0.6 0.1 0.1
O -1.574 -0.330 2.786 0.3 0.1 -0.1
C 0.471 -1.166 4.103 0.6 1.4 1.1
F -0.282 -2.202 4.421 0.1 -0.2 -0.6
F 1.315 -1.393 3.103 -0.4 -0.6 -0.2
F 1.211 -0.868 5.181 -0.1 -0.2 -0.1
O 0.658 0.121 -2.274 -1.9 1.6 0.6
H 1.297 -0.413 -2.762 0.6 -0.1 1.0
O 2.106 -0.175 0.359 -0.3 0.2 0.2
S 3.515 -0.438 0.250 -0.9 -1.1 -0.7
O 4.428 0.655 0.210 0.4 -0.2 0.0
O 3.855 -1.509 1.379 0.1 1.1 -0.6
C 5.188 -1.531 1.917 0.7 -0.9 2.1
C 5.298 -0.787 3.250 -0.8 0.5 0.4
C 3.733 -1.482 -1.197 1.0 0.7 0.6
H 5.995 -1.307 1.224 -0.4 0.2 -0.4
H 5.296 -2.559 2.269 0.0 -0.2 -0.8
H 5.853 -1.344 4.005 0.5 0.0 -0.4
H 4.309 -0.767 3.718 -0.1 0.1 -0.3
H 5.639 0.245 3.208 0.1 -0.1 -0.2
H 3.510 -2.515 -0.960 -0.5 0.1 0.0
H 4.805 -1.399 -1.387 0.0 -0.1 -0.3
H 3.179 -1.032 -2.013 -0.1 -0.1 0.0
O -1.190 4.508 -3.561 0.4 0.2 0.4
S -1.405 3.108 -3.427 -0.3 -0.8 -0.8
O -1.517 2.519 -2.107 0.3 -0.1 1.1
O -2.700 2.740 -4.251 0.2 -1.0 0.2
C -3.959 3.373 -3.919 -0.7 1.3 -1.0
C -5.159 2.463 -4.081 1.1 -1.5 0.1
C -0.237 2.136 -4.342 -0.9 -0.2 0.2
H -4.099 4.116 -4.709 0.3 0.4 0.4
H -3.876 3.875 -2.958 -0.1 -0.2 0.1
H -6.071 2.904 -3.693 0.1 0.1 0.1
H -4.936 1.508 -3.601 -0.4 0.2 0.4
H -5.283 2.158 -5.121 -0.1 0.5 -0.1
H -0.522 1.089 -4.249 -0.2 0.1 0.2
H 0.712 2.232 -3.824 0.2 0.3 -0.4
H -0.361 2.427 -5.381 0.7 0.3 0.0
O -1.146 -4.095 0.122 -0.3 0.1 0.0
S -0.212 -3.101 -0.284 1.2 -0.9 -0.7
O -0.357 -1.730 0.067 0.0 0.6 0.4
O 1.242 -3.563 0.213 -0.5 0.6 0.1
C 1.516 -4.976 0.293 0.5 -0.3 -0.4
C 3.023 -5.119 0.151 -0.5 -1.1 0.0
C 0.050 -3.211 -2.056 -0.7 -0.3 1.0
H 1.079 -5.528 -0.542 -0.4 0.3 0.0
H 1.093 -5.374 1.212 0.1 0.1 0.1
H 3.543 -4.720 1.018 0.3 0.4 -0.3
H 3.316 -4.783 -0.844 0.3 0.7 0.3
H 3.272 -6.182 0.073 -0.2 -0.1 0.4
H 0.902 -2.602 -2.324 -0.2 0.3 -0.1
H -0.924 -2.899 -2.429 0.3 0.2 -0.5
H 0.222 -4.257 -2.301 0.0 0.0 0.0
```
Forces are in eV/Å.


(6)
Density functional theory data (ωB97M-V with the def2-TZVPD basis set) for one molecule with the formula C18H23NO3.

## Properties
* structure (SMILES): COc1ccc(CN(C)Cc2ccccc2)c(OC)c1OC
* E_HOMO: -8.3 eV
* calculated total energy: -26670.0696 eV

```
45
Properties=species:S:1:pos:R:3:forces:R:3
C 3.125 -1.923 3.881 0.3 0.0 0.1
H 3.085 -2.218 4.928 0.1 0.0 0.0
H 3.386 -0.866 3.806 0.0 -0.1 0.0
H 3.886 -2.517 3.363 0.0 0.0 0.0
O 1.840 -2.196 3.354 -0.4 0.2 -0.4
C 1.656 -1.853 2.030 0.0 -0.2 0.0
C 1.334 -2.864 1.140 0.0 0.1 0.3
C 1.109 -2.562 -0.190 0.1 0.2 0.0
C 1.236 -1.268 -0.656 0.0 0.1 -0.1
C 1.562 -0.228 0.234 0.0 -0.3 0.0
C 1.738 -0.522 1.593 0.0 0.3 0.4
O 2.002 0.486 2.514 0.2 -0.5 -0.5
C 0.957 0.706 3.444 -0.3 0.1 0.2
H 1.311 1.491 4.111 -0.1 0.0 0.0
H 0.730 -0.194 4.021 0.0 0.0 0.0
H 0.045 1.040 2.935 0.1 0.0 0.0
O 1.683 0.986 -0.353 0.0 -0.3 0.0
C 2.010 2.144 0.380 0.2 0.4 0.1
H 2.943 2.026 0.935 -0.1 0.0 -0.1
H 1.213 2.429 1.071 0.0 0.0 0.0
H 2.126 2.927 -0.371 0.0 0.0 0.1
C 0.987 -0.930 -2.101 0.0 0.1 0.1
N -0.166 -0.058 -2.243 -0.1 -0.3 -0.1
C -0.275 0.486 -3.576 0.0 0.0 0.0
H -1.133 1.156 -3.614 0.0 0.0 -0.1
H -0.405 -0.294 -4.345 0.0 0.0 0.0
H 0.624 1.056 -3.806 0.0 0.0 -0.1
C -1.406 -0.682 -1.819 0.1 0.0 0.1
C -2.448 0.359 -1.510 -0.1 0.0 0.0
C -3.780 0.177 -1.853 0.1 0.0 0.0
C -4.724 1.140 -1.540 -0.1 0.0 0.0
C -4.343 2.298 -0.884 -0.1 0.1 0.0
C -3.014 2.488 -0.543 0.0 0.1 0.1
C -2.073 1.524 -0.851 0.0 0.0 0.0
H -1.032 1.661 -0.605 0.2 0.0 0.0
H -2.713 3.393 -0.033 0.0 0.1 0.0
H -5.079 3.050 -0.642 -0.1 0.1 0.0
H -5.758 0.987 -1.812 -0.1 0.0 0.0
H -4.082 -0.724 -2.369 0.0 -0.1 -0.1
H -1.791 -1.393 -2.574 0.0 0.0 0.1
H -1.201 -1.247 -0.903 0.0 0.0 -0.1
H 0.875 -1.863 -2.683 0.1 0.1 0.0
H 1.851 -0.382 -2.489 0.0 -0.1 -0.1
H 0.847 -3.350 -0.880 0.0 -0.1 -0.1
H 1.260 -3.875 1.508 0.0 -0.1 0.1
```
Forces are in eV/Å.


(7)
Density functional theory data (ωB97M-V with the def2-TZVPD basis set) for one molecule with the formula C21H23N3O4S.

## Properties
* structure (SMILES): CCOC(=O)c1c(C)nn(S(=O)(=O)c2ccc(C)cc2)c1NCc1ccccc1
* E_HOMO: -8.2 eV
* calculated total energy: -45645.6456 eV

```
52
Properties=species:S:1:pos:R:3:forces:R:3
C 3.759 5.584 0.855 -0.2 -0.4 -0.1
C 3.900 4.255 0.137 0.6 0.2 -0.1
H 4.141 4.398 -0.923 0.0 -0.1 0.2
H 4.693 3.643 0.583 -0.1 0.1 -0.1
O 2.662 3.557 0.241 -0.3 0.0 0.1
C 2.604 2.367 -0.376 0.1 -0.2 -0.2
O 3.549 1.896 -0.992 0.0 0.1 0.1
C 1.338 1.698 -0.230 -0.3 -0.5 0.0
C 1.079 0.421 -0.769 0.4 0.3 -0.2
N 1.907 -0.265 -1.562 0.5 0.0 -0.2
H 2.822 0.182 -1.616 -0.2 0.0 0.0
C 1.803 -1.674 -1.861 -0.1 -0.2 -0.1
C 1.936 -2.565 -0.647 0.1 -0.1 0.0
C 1.333 -3.815 -0.650 0.1 0.0 0.0
C 1.439 -4.646 0.449 0.0 -0.1 0.0
C 2.145 -4.234 1.566 0.0 -0.1 0.1
C 2.749 -2.990 1.575 0.1 0.0 0.1
C 2.649 -2.160 0.473 0.0 0.0 -0.1
H 3.124 -1.189 0.492 0.0 0.1 0.0
H 3.300 -2.660 2.445 0.0 0.0 0.1
H 2.219 -4.878 2.430 0.0 -0.1 0.1
H 0.958 -5.613 0.440 0.0 -0.1 0.0
H 0.764 -4.126 -1.513 -0.1 0.0 -0.1
H 0.837 -1.869 -2.335 0.3 0.0 -0.1
H 2.594 -1.907 -2.581 -0.1 0.1 0.0
N -0.188 0.091 -0.399 -0.4 0.1 0.1
N -0.733 1.086 0.375 -0.2 1.0 0.8
C 0.152 2.044 0.475 0.1 -0.5 -0.3
C -0.127 3.286 1.233 -0.1 0.0 0.0
H -0.040 4.150 0.578 0.0 0.1 0.0
H -1.128 3.237 1.650 -0.1 0.0 0.0
H 0.602 3.404 2.033 0.0 0.1 0.1
S -1.183 -1.316 -0.337 0.0 -0.3 0.0
O -0.764 -2.113 0.772 -0.3 0.4 0.2
O -1.179 -1.910 -1.641 -0.2 0.3 -0.1
C -2.755 -0.552 -0.017 0.4 -0.3 -0.1
C -3.265 -0.553 1.265 0.0 -0.1 0.1
C -4.498 0.030 1.496 0.1 -0.1 -0.1
C -5.217 0.609 0.453 0.1 0.0 0.0
C -4.680 0.589 -0.831 0.1 -0.1 0.1
C -3.449 0.007 -1.071 0.0 0.0 -0.1
H -3.021 -0.029 -2.060 0.0 0.1 -0.2
H -5.234 1.031 -1.646 -0.1 0.0 -0.1
C -6.539 1.262 0.713 0.0 0.1 0.0
H -7.180 1.205 -0.163 -0.1 0.0 0.0
H -7.045 0.796 1.555 -0.1 0.0 0.0
H -6.388 2.314 0.952 -0.1 0.1 0.0
H -4.910 0.038 2.494 0.0 0.0 0.1
H -2.689 -1.008 2.054 0.0 0.0 0.2
H 2.966 6.172 0.402 -0.1 0.1 0.0
H 3.515 5.419 1.901 0.0 0.0 0.1
H 4.693 6.135 0.790 0.1 0.1 0.0
```
Forces are in eV/Å.


(8)
Density functional theory data (ωB97M-V with the def2-TZVPD basis set) for an isolated ion of composition C8H21NO4P and charge +1.

## Properties
* charge: +1
* structure (SMILES): CCOP(=O)(OCC)[C@H](OC)[NH+](C)C
* E_HOMO: -13.9 eV
* calculated total energy: -27598.4270 eV

```
35
Properties=species:S:1:pos:R:3:forces:R:3
C -2.837 -1.204 -1.639 -0.9 1.1 -0.6
C 0.847 -2.465 -3.128 -2.0 0.1 -1.6
C 2.292 1.857 0.854 6.2 1.3 -1.5
C 0.148 2.718 0.866 -3.1 1.0 -0.2
C -0.445 -0.457 2.928 -2.5 -1.5 -0.4
C -2.609 0.250 -1.170 0.2 -2.1 1.4
C 1.436 -2.175 -1.800 -0.4 0.9 1.2
C 0.596 0.198 1.000 -0.9 -0.7 -3.3
N 1.005 1.653 1.322 -1.2 -1.5 1.2
O 1.111 0.559 -1.869 2.0 1.4 -1.4
O -0.622 -0.094 1.576 0.4 0.3 -0.7
O -1.200 0.601 -1.046 -0.2 -0.5 -0.2
O 0.411 -1.612 -0.778 -0.1 -0.3 -1.6
P 0.220 -0.044 -0.930 -0.9 -0.8 3.2
H -2.475 -1.428 -2.669 -0.7 0.4 0.5
H -2.263 -1.839 -1.005 0.1 -0.7 0.7
H -3.958 -1.368 -1.479 1.6 -0.2 -0.6
H 0.718 -3.542 -3.407 0.0 0.9 0.7
H -0.140 -1.931 -3.283 0.9 -0.8 0.4
H 1.415 -2.022 -3.924 0.7 0.2 -0.3
H 2.974 1.087 1.271 -0.4 0.4 -0.3
H 2.484 1.880 -0.273 -1.3 -0.5 1.4
H 2.752 2.853 1.128 -0.9 -1.0 0.3
H -0.077 2.475 -0.191 0.0 0.8 0.6
H -0.790 2.725 1.484 0.6 -0.4 -0.9
H 0.524 3.749 1.052 0.5 -1.0 -0.4
H 0.115 0.328 3.308 1.6 0.6 1.9
H -0.183 -1.510 2.947 1.2 0.1 0.5
H -1.412 -0.464 3.433 -0.1 0.4 -0.2
H -2.995 0.245 -0.121 0.1 0.6 -0.9
H -3.066 0.981 -1.806 -0.1 0.4 -0.2
H 2.226 -1.404 -1.800 -0.3 -0.8 -0.2
H 1.725 -3.091 -1.346 0.5 -0.5 0.7
H 1.450 -0.562 1.192 -1.2 1.7 0.3
H 0.952 1.621 2.331 0.6 0.5 0.5
```
Forces are in eV/Å.